No. 1
54
Properties=species:S:1:pos:R:3 method="wB97M-V/def2-TZVPD" orbital_gap_ev=10.811 e_homo_ev=-11.27 total_energy_ev=-108698.929 e_above_lowest_kj_mol=174.8 total_charge=0
N 4.27809 1.54367 -0.68218
C 4.45423 1.38137 0.74189
Cl 6.13320 1.09504 1.35940
O 3.93106 2.62105 1.29245
S 2.30754 2.38875 1.63397
O 1.96950 2.26465 3.07082
O 1.40067 3.22348 0.83094
O 2.21547 0.78712 1.12753
C 3.53254 0.30932 1.42236
P 3.78802 -1.51110 1.06917
O 2.96634 -1.97706 -0.10533
O 3.30303 -2.34327 2.44593
O 5.36415 -1.92944 0.78953
H 4.32085 2.52758 -0.92872
H 4.98414 1.00196 -1.17348
H 3.73950 0.41241 2.51620
H 2.98814 -1.70598 3.10359
H 5.89286 -1.92795 1.60107
C 0.60301 -4.35532 -1.24626
C 0.82292 -3.56265 -2.55917
C 0.18673 -2.17080 -2.66688
F -1.15242 -2.18804 -2.57717
F 0.48202 -1.62486 -3.87395
F 0.46265 -4.34162 -3.60570
F 2.16263 -3.37766 -2.66618
O -0.41487 -5.37684 -1.20378
C -1.74861 -5.05710 -0.91688
C -2.68639 -5.33849 -2.09711
F -2.32731 -4.66443 -3.20120
F -3.94799 -4.95789 -1.79019
F -1.83939 -3.80185 -0.45876
F -2.11218 -5.85302 0.10912
H 1.52436 -4.92186 -1.10426
H 0.54386 -3.69858 -0.37864
H 0.57829 -1.50629 -1.89150
H -2.69069 -6.40325 -2.33909
C -1.70484 3.45241 1.12886
C -2.05483 2.89722 -0.27587
C -2.61230 3.87503 -1.31894
F -3.77010 4.44321 -0.95225
F -2.85998 3.21689 -2.47755
F -2.87790 1.83627 -0.13001
F -0.89334 2.40741 -0.79241
O -2.65727 3.26657 2.19486
C -3.71765 4.16383 2.38161
C -5.08644 3.50896 2.16076
F -5.20198 2.98064 0.93179
F -6.06922 4.42931 2.29333
F -3.53344 5.26459 1.63947
F -3.64532 4.56669 3.66542
H -0.84608 2.87049 1.46019
H -1.34281 4.47985 1.08677
H -1.88972 4.66830 -1.53109
H -5.25272 2.71128 2.88755

No. 2
29
Properties=species:S:1:pos:R:3 method="wB97M-V/def2-TZVPD" orbital_gap_ev="3.855 / 3.896" multiplicity=5 e_homo_ev="-2.29 / -2.29" total_energy_ev=-55070.182 e_above_lowest_kj_mol=0.0 total_charge=-1
C 2.16732 -0.11289 2.62400
C 2.31570 -1.04466 1.53192
C 1.06551 -1.67664 1.29145
H 3.24395 -1.30140 1.02582
C 0.09712 -1.04692 2.11127
C 0.76218 -0.09294 2.96430
H 0.30511 0.45832 3.78200
H 2.97016 0.37285 3.17470
H 0.88275 -2.54974 0.65036
H -0.95534 -1.33185 2.15657
Ho 1.04119 1.41697 0.96786
Cl 2.59172 1.91199 -0.86597
C -0.83765 -0.68912 -3.15943
C -1.64682 -1.36861 -2.19683
C -0.86792 -2.42106 -1.61804
H -2.65722 -1.11003 -1.92738
C 0.41936 -2.38775 -2.22445
C 0.44819 -1.31441 -3.17822
H 1.28845 -1.03750 -3.81043
H -1.14008 0.18420 -3.75838
H -1.19827 -3.10904 -0.84183
H 1.25326 -3.03958 -1.98477
C -1.63233 3.81441 0.41477
O -0.75446 2.71670 0.78940
C -1.29284 1.38122 0.69050
O -2.45201 1.19791 0.40877
H -1.32456 4.63872 1.05811
H -2.67372 3.52995 0.56124
H -1.41874 4.01089 -0.63727

No. 3
29
Properties=species:S:1:pos:R:3 method="wB97M-V/def2-TZVPD" orbital_gap_ev=7.191 e_homo_ev=-4.36 total_energy_ev=-30137.286 total_charge=-1
C 1.58646 -2.08138 1.97367
C 1.64962 -1.99973 0.55395
C 0.35076 -2.35493 0.05091
H 2.53338 -1.81654 -0.06361
C -0.51449 -2.59492 1.15805
C 0.25939 -2.44267 2.33986
H -0.08507 -2.61519 3.36599
H 2.41440 -1.87292 2.65064
H 0.07032 -2.42952 -0.99933
H -1.56977 -2.87145 1.10420
La 0.34531 0.49127 -0.09773
Cl 2.61451 1.40981 0.64695
C 0.87530 2.19987 -2.13004
C -0.35822 1.56023 -2.47884
C -0.04055 0.31730 -3.10932
H -1.35628 1.96798 -2.32808
C 1.37725 0.20991 -3.18538
C 1.94047 1.35340 -2.56845
H 3.00419 1.58923 -2.53593
H 0.98936 3.18052 -1.66912
H -0.74375 -0.34016 -3.62182
H 1.92992 -0.52407 -3.77615
C -2.99440 1.39160 2.51846
C -1.83243 1.37453 1.58433
O -0.69100 0.96556 2.05045
O -1.94010 1.72602 0.35711
H -2.73592 0.87524 3.45586
H -3.82304 0.89401 2.01101
H -3.25562 2.43703 2.74238